# 1
Entry from the OMol25 dataset: the ion C4H10N3O3 with charge +1 at a distorted geometry (the ωB97M-V functional and the def2-TZVPD basis).

The geometry in XYZ format:
```
20
Properties=species:S:1:pos:R:3:forces:R:3
N 0.848 1.688 -0.274 1.839 -1.532 3.042
C 0.257 0.474 0.249 -0.622 0.587 -1.720
N -0.926 0.728 1.211 0.250 -0.355 0.544
C 1.167 -0.529 0.946 2.380 2.067 -1.914
C 1.261 -1.764 0.053 -0.840 2.101 0.144
O 1.870 -2.728 0.302 0.481 -1.091 -0.364
O 0.402 -1.580 -1.004 -0.242 0.310 -1.072
C -0.375 -0.376 -0.969 -1.054 1.114 -0.045
N -1.755 -0.771 -0.644 1.445 -0.447 0.315
O -0.425 0.448 -2.133 0.248 -1.802 1.283
H 0.480 2.232 -0.998 -1.022 0.703 -0.662
H 1.625 2.140 0.250 -1.079 -0.692 -0.628
H -1.527 1.538 0.974 0.556 -0.424 0.135
H -0.461 0.834 2.121 -0.782 0.355 -0.031
H -1.525 -0.152 1.160 0.387 1.015 -0.154
H 0.772 -0.922 1.823 -0.519 -0.303 2.023
H 2.185 -0.021 1.084 -1.309 -1.196 0.146
H -2.475 -0.430 -1.240 -0.244 0.881 -0.740
H -1.797 -1.761 -0.752 -0.048 -0.925 0.095
H 0.399 0.952 -2.159 0.175 -0.366 -0.397
```
Positions in Å, forces in eV/Å.

Computed properties:
HOMO-LUMO gap in eV: 11.158
Maximum force in eV Å⁻¹: 3.87
ΔE to the lowest compared entry with this formula, charge and spin in eV: 0.000
Total charge: +1
E_LUMO in eV: -3.47
E_tot in Eh: -548.1629

# 2
Entry from the OMol25 dataset: a cluster of 5 separate species, C17H31Cl8N2O2 in total (the ωB97M-V functional and the def2-TZVPD basis).

The geometry in XYZ format:
```
60
Properties=species:S:1:pos:R:3:forces:R:3
C 0.449 -2.986 -1.386 0.202 0.355 0.006
C 0.879 -2.286 -2.667 -0.433 -0.406 0.238
O 2.083 -1.548 -2.438 0.170 0.198 -0.235
C 1.978 -0.190 -2.582 0.076 0.172 -0.362
O 2.315 0.370 -3.590 -0.115 -0.332 0.495
C 1.434 0.547 -1.375 0.015 0.290 -0.337
C 0.068 1.186 -1.716 -0.184 -0.213 0.083
C -1.009 1.037 -0.623 0.133 0.124 -0.143
N -2.278 0.566 -1.199 0.133 0.253 0.205
C -3.187 1.328 -1.891 0.027 0.388 -0.104
C -4.186 0.511 -2.279 -0.255 0.044 -0.231
N -3.865 -0.736 -1.819 -0.085 -0.346 -0.140
C -2.713 -0.680 -1.169 0.163 -0.229 0.086
H -0.295 -3.756 -1.581 -0.037 -0.023 -0.016
H 1.325 -3.433 -0.918 -0.050 -0.151 -0.011
H 0.050 -2.258 -0.675 -0.024 -0.060 0.081
H 1.062 -3.019 -3.452 0.195 0.076 -0.036
H 0.085 -1.629 -3.030 0.054 0.093 -0.080
H 1.381 -0.113 -0.514 0.010 0.003 0.030
H 2.149 1.350 -1.196 0.038 -0.080 0.281
H -0.324 0.730 -2.627 0.009 0.041 -0.059
H 0.196 2.243 -1.938 0.060 0.007 -0.096
H -0.743 0.334 0.164 0.112 0.044 -0.068
H -1.205 1.996 -0.151 -0.090 -0.075 0.130
H -3.068 2.382 -2.067 0.132 0.011 0.105
H -5.073 0.728 -2.844 -0.063 -0.099 0.017
H -4.398 -1.588 -1.935 -0.229 -0.076 0.082
H -2.212 -1.511 -0.704 -0.012 -0.007 0.049
Cl 0.353 2.939 2.110 -0.026 -0.059 -0.215
C 1.498 2.043 3.147 0.042 0.013 0.107
C 2.100 0.866 2.432 0.123 0.026 -0.028
Cl 0.894 -0.422 2.121 -0.010 -0.088 0.084
H 0.963 1.746 4.044 -0.042 0.014 -0.014
H 2.282 2.743 3.429 -0.004 0.015 -0.015
H 2.881 0.420 3.043 -0.036 -0.020 0.034
H 2.525 1.156 1.474 -0.024 -0.024 -0.022
Cl -5.332 -2.099 0.868 -0.015 0.009 0.030
C -6.781 -3.035 0.393 -0.100 -0.037 0.005
C -6.422 -4.214 -0.471 0.015 -0.015 0.151
Cl -5.804 -3.693 -2.066 0.082 0.040 -0.135
H -7.457 -2.356 -0.119 0.017 0.021 -0.009
H -7.255 -3.380 1.309 0.058 -0.010 0.030
H -7.303 -4.825 -0.655 -0.024 0.051 -0.065
H -5.655 -4.831 -0.010 0.034 0.018 -0.019
Cl 2.807 3.759 6.234 -0.002 -0.015 -0.032
C 1.760 5.157 6.609 0.042 0.073 0.031
C 0.302 4.786 6.630 -0.125 0.030 0.062
Cl -0.316 4.381 5.004 0.053 0.013 0.132
H 1.965 5.930 5.875 0.005 -0.029 -0.035
H 2.056 5.516 7.593 0.005 -0.027 0.014
H -0.281 5.632 6.990 0.009 0.018 -0.021
H 0.117 3.932 7.276 0.013 -0.030 -0.025
Cl 5.885 -1.854 -1.079 -0.048 0.036 0.015
C 5.594 -1.167 -2.703 -0.082 0.029 -0.045
C 6.521 -1.748 -3.738 0.009 -0.016 -0.053
Cl 8.210 -1.242 -3.487 0.007 -0.011 0.005
H 5.712 -0.089 -2.632 0.041 -0.002 0.028
H 4.564 -1.397 -2.967 0.011 -0.046 -0.002
H 6.224 -1.398 -4.725 -0.006 0.028 0.008
H 6.495 -2.834 -3.726 0.024 -0.008 0.029
```
Positions in Å, forces in eV/Å.

Computed properties:
HOMO-LUMO gap in eV: 9.571
Maximum force in eV Å⁻¹: 0.64
Total charge: +1
E_LUMO in eV: -2.44
E_tot in Eh: -4607.6945

# 3
Entry from the OMol25 dataset: a structure of composition C27H31MnN3O3Si (the ωB97M-V functional and the def2-TZVPD basis).

The geometry in XYZ format:
```
66
Properties=species:S:1:pos:R:3:forces:R:3
Mn 0.515 -0.272 -0.513 0.269 0.389 0.463
C -2.137 1.651 0.488 -0.045 0.013 0.028
O -0.867 1.119 0.827 -0.020 -0.097 -0.128
C 0.000 1.938 1.510 0.166 -0.066 0.058
C -0.312 3.201 1.978 -0.009 -0.004 -0.016
C 0.657 3.922 2.671 -0.012 0.029 0.013
C 1.912 3.387 2.903 0.014 -0.015 -0.003
C 2.217 2.111 2.444 -0.055 0.024 -0.009
C 1.267 1.390 1.746 -0.045 0.059 0.001
N 1.474 0.088 1.216 -0.118 -0.105 -0.417
N 2.165 -0.665 1.944 -0.008 -0.166 0.025
C 2.242 -2.006 1.614 -0.046 0.179 -0.019
C 1.290 -2.663 0.805 0.037 0.121 0.060
O 0.356 -2.077 0.128 -0.070 -0.206 0.014
C 1.343 -4.096 0.753 -0.027 -0.048 -0.020
C 2.300 -4.803 1.394 -0.006 0.011 -0.007
C 3.291 -4.160 2.194 0.016 0.070 0.023
C 4.290 -4.896 2.861 -0.011 -0.010 -0.009
C 5.222 -4.268 3.643 0.006 -0.012 0.007
C 5.176 -2.871 3.780 -0.015 0.017 -0.009
C 4.218 -2.131 3.134 0.029 -0.009 0.017
C 3.248 -2.756 2.321 0.033 -0.068 0.017
H -2.034 2.576 -0.084 -0.001 -0.011 -0.010
H -2.728 1.847 1.385 0.015 -0.014 0.006
H -2.634 0.893 -0.113 0.008 0.000 -0.011
H -1.290 3.630 1.817 0.007 0.011 0.007
H 0.418 4.914 3.032 -0.006 -0.001 -0.005
H 2.656 3.962 3.437 0.004 -0.006 0.001
H 3.187 1.664 2.611 0.003 -0.009 0.000
H 0.588 -4.579 0.146 0.012 -0.022 0.009
H 2.329 -5.884 1.311 -0.013 -0.001 -0.007
H 4.304 -5.974 2.743 0.005 0.000 0.004
H 5.986 -4.839 4.153 -0.002 -0.004 -0.004
H 5.909 -2.369 4.399 0.001 -0.003 0.002
H 4.198 -1.057 3.243 -0.014 0.002 -0.012
O 0.656 1.632 -1.533 0.136 -0.150 -0.035
C -0.315 1.756 -2.556 0.033 0.052 -0.057
C -0.942 0.434 -2.923 -0.070 -0.100 0.000
C -1.739 0.299 -4.049 0.019 -0.007 -0.008
C -2.331 -0.925 -4.309 -0.025 0.003 -0.020
C -2.104 -1.978 -3.436 0.006 -0.016 0.012
C -1.286 -1.772 -2.343 0.007 0.021 0.012
N -0.715 -0.587 -2.088 -0.083 0.086 -0.114
H 1.444 1.136 -1.876 -0.124 0.092 0.083
H 0.116 2.228 -3.442 -0.013 -0.006 0.002
H -1.089 2.428 -2.177 0.006 0.001 0.015
H -1.889 1.143 -4.710 0.012 0.003 0.000
H -2.956 -1.057 -5.182 0.004 0.003 -0.002
H -2.540 -2.953 -3.606 -0.001 0.000 0.010
H -1.044 -2.550 -1.631 -0.011 -0.018 -0.012
C 2.580 0.725 -4.351 0.016 0.004 -0.004
Si 2.784 -0.842 -3.306 -0.080 0.028 0.147
C 1.703 -2.175 -4.085 0.020 -0.003 -0.003
C 4.570 -1.403 -3.509 -0.004 0.029 -0.022
C 2.366 -0.571 -1.516 0.106 -0.106 -0.053
H 3.112 0.621 -5.299 -0.011 0.015 -0.007
H 2.988 1.605 -3.844 0.016 0.008 -0.012
H 1.534 0.930 -4.595 -0.014 -0.026 0.002
H 2.106 -2.484 -5.053 0.003 0.000 -0.001
H 0.677 -1.837 -4.248 0.004 0.017 0.007
H 1.666 -3.059 -3.442 -0.014 0.003 -0.004
H 4.816 -1.585 -4.558 0.012 -0.007 0.001
H 4.745 -2.328 -2.954 -0.007 -0.002 -0.002
H 5.268 -0.655 -3.125 -0.011 0.008 0.004
H 3.143 0.088 -1.090 -0.014 0.024 -0.027
H 2.613 -1.551 -1.083 -0.022 -0.004 0.018
```
Positions in Å, forces in eV/Å.

Computed properties:
2S+1: 2
HOMO-LUMO gap (spin up / spin down) in eV: 6.964 / 6.478
Maximum force in eV Å⁻¹: 0.66
ΔE to the lowest compared entry with this formula, charge and spin in eV: 0.000
Total charge: 0
E_LUMO (spin up / spin down) in eV: 0.04 / 0.02
E_tot in Eh: -2877.9151

# 4
Entry from the OMol25 dataset: a structure of composition C20H19ClIN4ORuSSbSe4 at a distorted geometry (the ωB97M-V functional and the def2-TZVPD basis).

The geometry in XYZ format:
```
53
Properties=species:S:1:pos:R:3:forces:R:3
Ru 0.038 -0.324 0.012 0.174 -0.725 0.520
S -1.870 -4.420 -0.177 -0.028 -0.002 -0.002
C -2.602 -3.499 -1.429 -0.007 0.039 0.011
C -2.154 -2.215 -1.468 -0.010 -0.003 0.032
C -1.167 -1.907 -0.472 0.250 0.092 -0.092
C -0.935 -3.035 0.290 0.040 0.015 0.053
C 0.020 -2.982 1.360 -0.065 -0.016 -0.031
C 0.271 -3.997 2.292 0.028 0.013 0.026
C 1.176 -3.779 3.307 -0.016 -0.021 -0.011
C 1.830 -2.553 3.390 0.010 0.024 -0.018
C 1.550 -1.602 2.429 0.058 -0.036 -0.040
N 0.686 -1.803 1.431 -0.019 0.231 -0.065
H -3.326 -3.963 -2.082 0.003 -0.010 0.009
H -2.497 -1.509 -2.213 -0.002 -0.024 0.022
H -0.271 -4.930 2.216 0.000 0.004 -0.010
H 1.364 -4.553 4.041 0.004 0.003 0.002
H 2.534 -2.333 4.179 0.001 -0.007 0.002
H 2.033 -0.633 2.445 -0.007 0.004 0.007
Cl 1.718 4.351 4.897 -0.005 0.003 0.007
C 0.911 3.137 3.933 0.039 -0.003 -0.048
C -0.245 2.566 4.393 -0.046 -0.010 0.017
C -0.932 1.608 3.640 0.039 0.059 0.025
I -2.702 0.797 4.366 -0.027 -0.021 -0.004
C -0.480 1.182 2.387 0.053 -0.035 -0.043
O -1.096 0.355 1.635 -0.265 0.015 0.058
C 0.781 1.753 1.961 -0.034 -0.027 -0.061
N 1.252 1.278 0.774 -0.016 0.001 -0.062
C 2.302 1.845 0.224 0.056 0.041 0.077
C 3.010 2.881 0.861 -0.004 -0.028 -0.067
C 2.608 3.315 2.090 -0.012 0.012 0.050
C 1.454 2.755 2.686 0.001 0.033 0.012
H -0.641 2.870 5.352 0.006 0.003 0.000
H 2.592 1.506 -0.766 0.001 -0.007 0.024
H 3.863 3.318 0.360 0.005 0.006 0.010
H 3.143 4.100 2.609 0.001 0.000 -0.005
Se 2.426 0.941 -3.767 -0.618 12.889 1.173
Sb -0.034 1.142 -4.230 -0.696 -0.089 0.068
Se -0.938 1.102 -1.618 -0.106 0.576 -0.294
Se -0.749 3.323 -1.153 -0.031 -0.197 -0.056
Se -0.843 -1.132 -4.801 0.594 0.381 0.073
N 2.444 -1.412 -4.124 -1.144 -8.074 -1.347
C 2.789 -2.292 -2.976 -0.448 -0.357 -0.677
C 1.692 -2.282 -1.922 0.117 -0.270 -0.059
N 1.557 -0.950 -1.352 -0.317 0.344 0.219
H 2.958 -1.640 -4.970 -0.049 -0.231 -0.017
H 2.627 -0.395 -3.896 1.495 -3.801 -0.092
H 1.396 -1.376 -4.376 0.779 -0.646 0.224
H 3.724 -1.914 -2.556 0.087 0.017 0.067
H 2.955 -3.310 -3.328 0.060 -0.087 0.065
H 1.942 -3.011 -1.149 -0.042 0.070 0.119
H 0.726 -2.573 -2.337 0.039 0.011 -0.121
H 1.477 -0.292 -2.136 0.055 -0.058 0.283
H 2.433 -0.685 -0.905 0.017 -0.100 -0.032
```
Positions in Å, forces in eV/Å.

Computed properties:
2S+1: 2
HOMO-LUMO gap (spin up / spin down) in eV: 6.420 / 5.351
Maximum force in eV Å⁻¹: 12.96
ΔE to the lowest compared entry with this formula, charge and spin in eV: 3.652
Total charge: -1
E_LUMO (spin up / spin down) in eV: 2.11 / 0.98
E_tot in Eh: -12164.8341